Computed, not measured: one molecule with the formula C4H10O2, with ωB97M-V/def2-TZVPD.

Last column: Löwdin charge in e.
Geometry (Å):
C (-1.1598, -0.7229, -2.1501)  -0.11
O (-0.8620, -0.0852, -0.9619)  -0.22
C (0.3127, -0.3739, -0.2700)  -0.20
C (0.0839, 0.4743, 0.9538)  -0.47
C (1.0964, 0.2228, 2.0192)  -0.05
O (0.0965, 1.8520, 0.6358)  -0.02
H (-0.4645, -0.3676, -2.9210)  0.09
H (-1.2429, -1.8245, -2.0548)  0.10
H (-2.1410, -0.3061, -2.3526)  0.09
H (1.2114, -0.0812, -0.8421)  0.14
H (0.3823, -1.4385, 0.0102)  0.14
H (-0.9181, 0.1719, 1.3022)  0.15
H (0.8283, 0.8478, 2.8674)  0.08
H (2.0796, 0.5135, 1.6467)  0.09
H (1.1060, -0.8360, 2.3008)  0.09
H (-0.4087, 1.9537, -0.1837)  0.09

Properties
**Highest occupied orbital energy**: -10.08 eV
**Spin multiplicity**: 1
**LUMO level**: 0.966 eV
**Orbital gap**: 11.0 eV
**ΔE to the lowest compared entry with this formula, charge and spin**: 1.285 eV
**SMILES**: COC[C@@H](C)O
**Calculated total energy**: -308.8509 hartree

Computed, not measured: C4H10O2 as an isolated structure, with ωB97M-V/def2-TZVPD.

Last column: Löwdin charge in e.
Geometry (Å):
C (-1.5213, 0.2870, -0.2520)  -0.28
C (-0.4536, -0.5796, 0.0749)  -0.24
C (0.8805, -0.1413, -0.3992)  -0.48
C (1.4157, 1.1604, 0.1050)  -0.04
H (-2.8027, -0.4535, 1.0246)  0.10
H (-1.3749, 1.2251, 0.0408)  0.05
H (-1.5401, 0.5337, -1.6340)  0.24
H (-0.0993, -1.1819, 1.3688)  0.24
H (-0.6200, -1.6115, -0.4642)  0.14
H (0.9712, -0.3885, -1.2482)  0.02
H (1.2887, -2.1886, 0.0193)  0.22
H (1.4454, 1.1994, 1.5546)  0.21
H (0.9257, 2.0198, -0.2877)  0.04
H (2.4171, 1.5708, 0.0908)  0.05
O (-2.8667, -0.2851, 0.0393)  -0.10
O (1.9344, -1.1662, -0.0326)  -0.17

Properties
**Highest occupied orbital energy**: -10.34 eV
**Spin multiplicity**: 1
**LUMO level**: 0.749 eV
**Orbital gap**: 11.1 eV
**ΔE to the lowest compared entry with this formula, charge and spin**: 7.793 eV
**Calculated total energy**: -308.6118 hartree

Computed, not measured: C4H10O2 as an isolated structure, with ωB97M-V/def2-TZVPD.

Last column: Löwdin charge in e.
Geometry (Å):
C (-0.0181, -1.1934, 1.7090)  -0.12
O (0.7483, -0.2338, 1.0288)  -0.17
C (0.0924, 0.3468, -0.0784)  -0.47
C (-0.9578, 1.3793, 0.2701)  -0.05
C (0.9611, 0.5557, -1.1788)  0.03
O (0.2376, -0.7786, -2.2185)  -0.13
H (-0.9224, -0.7631, 2.1655)  0.08
H (-0.3279, -2.0125, 1.0411)  0.09
H (0.6115, -1.5985, 2.5065)  0.09
H (-0.2848, -0.6383, -1.1320)  0.14
H (-1.7920, 0.9358, 0.8250)  0.07
H (-1.3772, 1.8236, -0.6395)  0.08
H (-0.5396, 2.1824, 0.8906)  0.08
H (0.7759, 1.3514, -1.8923)  0.11
H (1.9901, 0.2138, -1.1077)  0.11
H (0.8028, -1.5707, -2.1894)  0.06

Properties
**Highest occupied orbital energy**: -7.84 eV
**Spin multiplicity**: 1
**LUMO level**: 0.918 eV
**Orbital gap**: 8.8 eV
**ΔE to the lowest compared entry with this formula, charge and spin**: 4.311 eV
**Calculated total energy**: -308.7397 hartree

Computed, not measured: C4H10O2 as an isolated structure, with ωB97M-V/def2-TZVPD.

Last column: Löwdin charge in e.
Geometry (Å):
C (-1.2316, 1.0614, -0.3896)  -0.02
C (0.5555, 1.0871, -2.1882)  -0.03
C (1.1021, -1.1349, 3.0310)  -0.16
C (0.1441, 0.6184, -0.8187)  -0.51
O (1.3112, -1.6413, 4.0928)  0.00
O (0.8659, -0.0404, -0.1123)  0.04
H (-1.9069, 1.1313, -1.2377)  0.08
H (-1.6358, 0.3822, 0.3574)  0.08
H (-1.1440, 2.0497, 0.0623)  0.09
H (-0.0803, 0.6213, -2.9422)  0.09
H (1.5923, 0.8214, -2.3823)  0.08
H (0.4292, 2.1654, -2.2656)  0.09
H (0.5539, -1.6401, 2.2207)  0.06
H (1.4490, -0.1208, 2.7725)  0.08
H (-0.6506, -2.5155, -0.1272)  0.01
H (-1.3540, -2.8451, -0.0728)  0.03

Properties
**Highest occupied orbital energy**: -9.77 eV
**Spin multiplicity**: 1
**LUMO level**: 0.782 eV
**Orbital gap**: 10.5 eV
**ΔE to the lowest compared entry with this formula, charge and spin**: 2.209 eV
**Calculated total energy**: -308.8170 hartree